Entry 1:
{
  "formula": "C4H2O2",
  "method": "ωB97M-V/def2-TZVPD",
  "species": ["O", "C", "C", "C", "C", "O", "H", "H"],
  "xyz": [[-0.840, -2.814, -0.162], [-0.810, -1.676, 0.081], [-0.951, -0.441, 0.514], [-0.341, 0.731, 0.406], [0.898, 0.860, -0.424], [1.783, 1.637, -0.163], [-0.644, 1.601, 0.987], [0.953, 0.140, -1.267]],
  "forces_ev_per_a": [[-0.1, 0.8, 0.2], [0.0, -0.4, -0.2], [0.0, -0.3, -0.1], [0.0, 0.0, 0.1], [0.3, 0.3, 0.1], [-0.5, -0.3, -0.2], [0.1, -0.1, -0.1], [0.1, 0.0, 0.1]],
  "mulliken_charge": [-0.346, 0.747, -0.462, -0.154, -0.036, -0.428, 0.359, 0.320],
  "total_charge": 0,
  "e_above_lowest_kcal_mol": 2.4,
  "largest_force_ev_per_a": 0.846,
  "smiles": "O=C=C=CC=O",
  "homo_ev": -9.63
}

---

Entry 2:
{
  "formula": "C4H2O2",
  "method": "ωB97M-V/def2-TZVPD",
  "species": ["O", "C", "C", "C", "C", "O", "H", "H"],
  "xyz": [[1.368, -1.424, 1.704], [0.999, -0.727, 0.793], [1.586, -0.034, -0.375], [0.291, 0.185, -0.350], [-1.024, 0.716, -0.771], [-2.046, 0.494, -0.175], [-0.217, -0.543, 0.858], [-0.957, 1.332, -1.684]],
  "forces_ev_per_a": [[-0.3, 0.3, -0.4], [0.6, -0.4, 0.4], [-0.4, 0.0, 0.1], [0.2, 0.0, -0.1], [-0.4, 0.0, 0.2], [0.5, 0.1, -0.3], [-0.1, 0.0, 0.0], [0.0, 0.0, 0.1]],
  "mulliken_charge": [-0.441, 0.492, -1.011, 0.755, 0.043, -0.412, 0.249, 0.324],
  "total_charge": 0,
  "e_above_lowest_kcal_mol": 84.4,
  "largest_force_ev_per_a": 0.815,
  "homo_ev": -10.22
}

---

Entry 3:
{
  "formula": "C4H2O2P",
  "method": "ωB97M-V/def2-TZVPD",
  "species": ["C", "C", "C", "C", "O", "O", "P", "H", "H"],
  "xyz": [[2.673, 0.663, -0.847], [-3.172, 1.017, 0.958], [1.700, 0.004, -0.581], [-2.122, 0.402, 0.764], [0.022, -2.120, -1.091], [1.137, -1.710, 1.149], [0.494, -1.174, -0.108], [3.383, 1.274, -1.328], [-4.116, 1.645, 1.084]],
  "forces_ev_per_a": [[-1.0, -0.4, -0.3], [-1.0, 0.9, 0.0], [-0.1, 0.9, -0.5], [0.4, -0.1, -0.3], [-1.3, 0.2, -1.8], [-1.6, 1.4, -0.9], [2.1, -1.8, 3.9], [0.5, 0.3, 0.1], [1.9, -1.4, -0.2]],
  "mulliken_charge": [0.347, -0.332, -0.659, -0.649, -0.537, -0.573, 0.752, 0.408, 0.242],
  "total_charge": -1,
  "e_above_lowest_kcal_mol": 66.0,
  "largest_force_ev_per_a": 4.781,
  "homo_ev": [-4.85, -4.85]
}

---

Entry 4:
{
  "formula": "C4H2O2Pt",
  "method": "ωB97M-V/def2-TZVPD",
  "species": ["O", "C", "H", "C", "C", "H", "C", "O", "Pt"],
  "xyz": [[0.504, -1.557, -0.092], [1.226, -0.637, -0.476], [2.314, -0.799, -0.528], [0.754, 0.681, -0.742], [0.188, 1.707, -1.048], [0.011, 2.773, -1.157], [-2.182, 0.269, 2.164], [-1.736, -0.526, 1.486], [-1.080, -1.912, 0.392]],
  "forces_ev_per_a": [[8.2, -0.4, -2.8], [2.1, 4.2, -0.8], [-0.2, -0.3, 0.0], [-0.2, -2.2, -0.2], [0.8, 1.0, 0.5], [-0.4, -0.4, -0.4], [-0.6, 1.2, 1.0], [-1.7, 2.3, 2.2], [-7.9, -5.5, 0.3]],
  "mulliken_spin": [0.237, 0.012, 0.018, 0.051, 0.061, -0.003, 0.005, 0.055, 1.564],
  "s_squared": 2.013,
  "total_charge": 2,
  "largest_force_ev_per_a": 9.620,
  "multiplicity": 3,
  "homo_ev": [-20.57, -20.92]
}

---

Entry 5:
{
  "formula": "C4H2O2S3",
  "method": "ωB97M-V/def2-TZVPD",
  "species": ["C", "C", "C", "C", "O", "O", "S", "S", "S", "H", "H"],
  "xyz": [[-2.369, 1.132, -0.249], [-1.381, 0.521, -0.381], [-0.137, -1.474, -0.078], [-0.252, -0.285, -0.745], [2.368, -0.528, 0.655], [1.527, 1.668, 1.266], [1.191, -2.477, -0.111], [0.930, 0.544, -1.572], [2.288, 0.907, 0.341], [-3.189, 1.647, 0.234], [-0.977, -1.655, 0.640]],
  "forces_ev_per_a": [[-3.5, 2.3, 1.9], [2.8, -2.4, -1.3], [0.0, -2.9, 1.4], [-0.4, 2.7, -0.3], [1.2, 0.0, 0.4], [-0.6, 1.0, 0.7], [-1.0, 1.4, 0.0], [-0.1, -0.3, -1.4], [0.5, -1.4, 0.1], [0.3, -0.2, -0.8], [0.9, -0.1, -0.6]],
  "mulliken_charge": [0.426, -0.784, -0.100, 0.105, -0.459, -0.405, -0.002, -0.186, 0.676, 0.422, 0.308],
  "total_charge": 0,
  "e_above_lowest_kcal_mol": 8.4,
  "largest_force_ev_per_a": 4.616,
  "homo_ev": [-9.55, -9.55]
}

---

Entry 6:
{
  "formula": "C4H2O5S",
  "method": "ωB97M-V/def2-TZVPD",
  "species": ["O", "C", "O", "C", "S", "C", "O", "C", "O", "O", "H", "H"],
  "xyz": [[-1.411, -2.309, 0.924], [-0.270, -2.186, 0.443], [0.724, -2.856, 0.606], [-0.227, -0.874, -0.395], [-0.449, -0.979, -2.076], [0.075, 0.404, 0.331], [-0.086, 0.466, 1.736], [0.259, 1.652, -0.309], [0.487, 2.736, 0.290], [0.288, 1.776, -1.603], [0.243, 1.251, 2.100], [0.366, 0.917, -2.048]],
  "forces_ev_per_a": [[-0.9, -0.7, 0.3], [-2.0, 2.3, 0.0], [2.1, -1.2, -0.1], [1.7, 3.0, 2.3], [0.1, -0.4, -0.5], [-1.5, -3.1, -1.3], [-0.6, -2.7, -1.0], [0.7, 1.8, 1.7], [-0.4, -0.7, 0.9], [0.4, 0.5, -2.2], [0.9, 2.0, 0.0], [-0.6, -0.9, -0.2]],
  "mulliken_charge": [-0.689, 0.233, -0.689, 0.502, -0.689, -0.095, -0.545, 0.727, -0.826, -0.415, 0.284, 0.201],
  "total_charge": -2,
  "largest_force_ev_per_a": 4.155,
  "smiles": "O=C([O-])C(=S)/C(O)=C(/[O-])O",
  "homo_ev": 0.42
}

---

Entry 7:
{
  "formula": "C4H30N2O10",
  "method": "ωB97M-V/def2-TZVPD",
  "species": ["N", "C", "C", "C", "N", "C", "O", "H", "H", "H", "H", "H", "H", "H", "H", "H", "H", "H", "H", "O", "H", "H", "O", "H", "H", "O", "H", "H", "O", "H", "H", "O", "H", "H", "O", "H", "H", "O", "H", "H", "O", "H", "H", "O", "H", "H"],
  "xyz": [[0.235, 2.222, -0.485], [0.553, 2.552, 0.967], [0.321, 1.332, 1.843], [1.483, 0.391, 2.355], [0.691, -0.602, 3.092], [1.179, -1.946, 3.234], [0.688, -2.675, 2.094], [-0.536, 1.561, -0.554], [1.061, 1.817, -0.919], [-0.056, 3.430, 1.151], [1.582, 2.862, 1.031], [-0.518, 0.664, 1.553], [-0.125, 1.786, 2.719], [2.193, 0.051, 1.584], [2.121, 0.834, 3.168], [-0.310, -0.559, 2.985], [2.276, -1.998, 3.033], [0.831, -2.431, 4.154], [-0.082, -2.192, 1.757], [-1.136, -2.258, -1.924], [-0.532, -1.744, -1.373], [-0.677, -3.104, -1.930], [-1.847, -1.044, 1.035], [-2.038, -1.521, 0.221], [-2.278, -0.178, 1.035], [-2.516, 3.630, -0.793], [-1.681, 3.136, -0.759], [-2.987, 3.370, -1.589], [-2.606, 2.098, 1.583], [-2.958, 2.788, 0.995], [-2.595, 2.593, 2.419], [3.455, 1.250, -0.609], [4.334, 1.587, -0.747], [3.060, 0.623, -1.234], [1.220, -2.576, -0.913], [1.399, -2.405, 0.037], [1.631, -3.466, -0.877], [0.370, -1.107, -4.453], [0.135, -2.009, -4.236], [-0.344, -0.482, -4.575], [-3.118, -0.497, -2.210], [-2.573, 0.211, -1.835], [-2.628, -1.268, -1.842], [1.845, -0.281, -2.408], [1.978, -1.219, -2.233], [1.393, -0.220, -3.286]],
  "forces_ev_per_a": [[0.6, 0.6, 0.4], [-0.5, -1.5, -2.4], [0.1, 0.3, 1.3], [-1.1, 1.1, 1.0], [1.4, -0.9, 1.1], [0.0, 0.9, -1.8], [-0.2, -1.1, -0.7], [0.5, -0.2, 0.4], [-0.3, -0.1, -0.1], [-0.3, -0.1, 0.8], [0.5, 0.1, -0.2], [1.0, 0.7, -0.7], [0.1, -0.2, 0.9], [-0.7, -0.3, -0.1], [-0.4, 0.4, -1.1], [0.1, 0.0, -0.1], [-0.7, 0.3, 1.1], [0.3, 0.1, -0.1], [-0.1, -0.1, 0.3], [-0.1, -0.2, 0.1], [0.2, 0.1, -0.3], [-0.2, -0.1, 0.1], [0.3, -0.2, 0.2], [-0.4, 0.2, 0.0], [-0.2, -0.1, -0.2], [-0.2, 0.0, 0.4], [0.2, 0.2, -0.4], [0.1, -0.1, -0.1], [-0.4, 0.7, 0.5], [0.1, -0.3, -0.6], [0.2, -0.6, -0.1], [-1.1, 0.2, 1.3], [0.2, -0.4, -0.8], [0.8, 0.3, -0.6], [1.5, -1.4, 1.3], [-0.5, 0.7, 0.0], [-0.4, 0.3, -0.7], [1.3, 0.5, -0.7], [-0.9, 0.3, 0.1], [-0.7, -0.7, 0.1], [0.7, -0.1, 0.9], [-0.4, 0.2, -0.3], [-0.6, 0.2, -0.9], [0.1, 0.6, -0.3], [-0.3, 0.0, 0.0], [0.5, -0.5, 0.9]],
  "mulliken_charge": [-0.687, -0.655, 0.448, -0.348, -0.331, -0.342, -0.584, 0.188, 0.235, 0.322, 0.360, -0.585, 0.234, 0.336, 0.195, 0.311, 0.320, 0.288, 0.330, -0.656, 0.431, 0.288, -0.645, 0.231, 0.276, -0.714, 0.434, 0.304, -0.569, 0.333, 0.281, -0.598, 0.263, 0.381, -0.582, 0.268, 0.294, -0.663, 0.288, 0.332, -0.652, 0.299, 0.336, -0.574, 0.248, 0.333],
  "total_charge": 0,
  "e_above_lowest_kcal_mol": 63.5,
  "largest_force_ev_per_a": 2.874,
  "smiles": "NCCCNCO.O.O.O.O.O.O.O.O.O",
  "homo_ev": -8.59
}

---

Entry 8:
{
  "formula": "C4H30NO10",
  "method": "ωB97M-V/def2-TZVPD",
  "species": ["C", "C", "C", "C", "O", "N", "H", "H", "H", "H", "H", "H", "H", "H", "H", "H", "H", "H", "H", "H", "O", "H", "H", "O", "H", "H", "O", "H", "H", "O", "H", "H", "O", "H", "H", "O", "H", "H", "O", "H", "H", "O", "H", "H", "O"],
  "xyz": [[1.178, -0.674, 0.377], [0.126, -1.521, 1.024], [-1.222, -1.488, 0.347], [-1.417, -2.669, -0.589], [-1.969, -2.013, -1.815], [0.783, 0.793, 0.750], [1.164, -0.941, -0.767], [2.264, -0.742, 0.668], [0.376, -2.505, 1.368], [-0.038, -1.178, 2.120], [-1.373, -0.467, -0.147], [-1.937, -1.739, 1.230], [-0.430, -3.040, -1.023], [-2.220, -3.468, -0.149], [-1.395, -1.323, -1.977], [0.182, 0.695, 1.724], [0.094, 1.240, -0.001], [1.461, 1.447, 1.196], [-3.989, 0.656, -1.944], [-3.151, -0.451, -2.313], [-3.184, 0.482, -2.307], [-1.800, 1.878, -0.921], [-1.506, 3.303, -1.591], [-1.092, 2.594, -0.958], [3.840, 1.630, -0.196], [3.295, 3.046, 0.270], [3.061, 2.185, 0.100], [2.718, 0.007, 2.862], [1.499, 0.051, 3.645], [1.875, -0.158, 2.798], [-1.252, 2.728, 3.421], [-2.010, 1.275, 3.476], [-1.245, 1.806, 3.637], [1.734, 1.984, -3.280], [0.633, 2.994, -2.880], [0.869, 2.146, -3.379], [-3.759, 0.246, 1.245], [-2.892, -0.609, 2.167], [-2.764, 0.085, 1.591], [1.083, -1.294, -3.208], [0.442, 0.069, -3.012], [0.860, -0.600, -2.579], [3.165, -2.744, -0.495], [4.409, -1.740, -0.507], [3.531, -1.974, 0.021]],
  "forces_ev_per_a": [[1.5, 0.5, -1.2], [-0.3, 0.8, 3.5], [-0.4, -1.4, 1.9], [-0.8, 0.6, -2.3], [-2.6, -3.6, 1.0], [-4.4, 0.3, 1.3], [-0.1, 1.6, 2.3], [-2.0, -0.3, -0.1], [0.7, -1.0, -0.9], [0.3, 0.2, -1.6], [-0.3, -1.8, 0.8], [1.1, 0.9, -2.1], [-1.2, -0.5, 1.3], [2.3, 1.8, -1.5], [2.2, 2.2, -0.7], [1.1, 0.1, -3.2], [2.2, -0.5, 1.9], [0.2, -0.7, -1.8], [-3.7, 1.1, 1.4], [0.3, -2.0, 0.0], [3.3, 1.1, -1.2], [1.0, 1.3, -0.5], [1.1, -2.1, 1.8], [-2.3, 0.6, -1.4], [-1.3, 1.5, 0.6], [1.4, 3.0, 0.4], [0.1, -4.3, -1.0], [7.5, 1.3, 0.6], [-0.3, 0.1, 0.8], [-6.6, -1.2, 0.0], [-1.0, 0.4, -0.3], [-1.0, 0.5, -0.6], [2.2, -0.9, 0.7], [5.1, -0.6, 0.7], [0.8, -2.0, -1.0], [-5.8, 2.5, 0.3], [3.4, -0.3, 1.2], [-0.4, -2.4, 2.1], [-4.1, 4.1, -2.4], [-0.2, 0.2, -0.2], [-1.8, 3.3, -2.2], [1.8, -3.4, 1.7], [0.6, 1.1, 0.8], [-2.7, -0.9, 1.7], [3.0, -0.7, -2.7]],
  "mulliken_charge": [-0.050, -0.780, 0.666, -0.460, -0.623, 0.096, 0.062, 0.315, 0.473, 0.266, -0.362, -0.028, 0.213, 0.308, 0.357, 0.258, 0.033, 0.446, 0.269, 0.337, -0.580, 0.294, 0.321, -0.733, 0.296, 0.263, -0.575, 0.212, 0.253, -0.484, 0.301, 0.287, -0.617, 0.285, 0.286, -0.583, 0.286, 0.315, -0.577, 0.256, 0.254, -0.541, 0.313, 0.322, -0.652],
  "total_charge": 1,
  "e_above_lowest_kcal_mol": 152.6,
  "largest_force_ev_per_a": 7.593,
  "homo_ev": -12.65
}